Entry from OMol25: a structure of composition C28H43N4O4Sb2Se4Si3Tc (ωB97M-V/def2-TZVPD).

The gap between HOMO and LUMO comes out at 0.1911 Eh. As for the energy above the lowest of the compared OMol25 structures with the same formula, charge and spin: 3.49 kcal per mole. As for the charge: +2. The LUMO energy comes out at -7.921 eV.

Last column: Löwdin charge in e.
CARTESIAN COORDINATES (ANGSTROEM)
1 C -1.48 0.24 -0.06  -0.511
2 H -1.48 -0.90 -3.09  -0.023
3 C -3.34 -2.34 0.82  -0.310
4 C -2.78 0.85 0.33  -0.437
5 C -0.96 -1.82 3.35  -0.546
6 H 2.14 -4.02 -1.56  0.049
7 N -3.59 1.12 -0.69  0.077
8 H 5.51 0.42 0.62  0.127
9 C -3.13 1.05 1.66  -0.026
10 H 1.88 -1.03 -2.95  0.000
11 H 1.67 2.61 1.79  -0.002
12 C 2.50 -0.89 1.29  -0.180
13 Si 0.10 -2.96 -0.75  0.507
14 N -4.10 -2.79 1.85  0.222
15 C 1.28 2.36 -4.37  -0.182
16 H -1.55 0.51 -4.15  0.020
17 H -3.56 -3.33 -1.04  0.095
18 C 4.05 2.19 -3.32  -0.161
19 H -0.01 -5.26 0.07  0.048
20 H -0.72 4.41 -1.12  0.023
21 C -3.39 -2.68 3.01  -0.040
22 H 1.61 2.06 -5.36  0.054
23 H 0.65 5.51 -1.25  0.045
24 H 4.41 -1.30 2.11  0.121
25 H -0.56 -4.37 -2.56  0.049
26 H -0.10 -2.83 -3.25  0.023
27 H 2.93 5.08 0.16  0.047
28 H -5.44 1.80 -1.26  0.119
29 Tc -0.37 -0.94 0.64  1.171
30 C -0.92 -0.04 -3.45  -0.297
31 H -2.43 0.81 2.46  0.108
32 H -5.04 -3.16 1.82  0.191
33 O -0.84 -1.84 4.57  -0.088
34 H -4.70 1.74 2.96  0.119
35 C 2.26 0.69 -0.40  -0.380
36 N 1.69 -0.22 0.43  -0.019
37 H 2.38 -3.46 0.09  0.031
38 H 0.57 3.98 1.63  0.048
39 H -0.02 -0.36 -3.95  -0.008
40 Sb -0.64 1.29 -1.79  1.529
41 O -5.15 -3.50 4.28  0.158
42 H 4.16 3.18 -2.90  0.023
43 H 3.92 3.64 0.03  0.032
44 H 2.51 -2.33 -1.26  0.004
45 C 3.65 0.91 -0.31  -0.047
46 C 0.87 3.03 1.19  -0.182
47 Se 1.34 -0.87 5.50  0.245
48 C -0.65 -3.29 -2.44  -0.205
49 H 0.01 2.35 1.23  0.004
50 C -0.49 -4.33 0.40  -0.206
51 C -5.24 1.84 0.88  -0.030
52 H 4.22 2.28 -4.40  0.053
53 C 2.52 -0.40 -3.55  -0.158
54 H 3.47 4.56 -1.42  0.032
55 C -4.80 1.60 -0.41  -0.103
56 H -1.56 -4.49 0.37  0.024
57 H -1.70 -3.04 -2.54  0.008
58 H 4.84 1.55 -2.94  0.038
59 O -3.31 -2.94 5.40  0.168
60 H -0.20 -4.18 1.44  0.025
61 H 1.47 3.43 -4.29  0.039
62 Sb 2.50 2.21 7.29  0.698
63 Si 1.47 3.31 -0.57  0.440
64 C -4.38 1.56 1.94  -0.035
65 C 4.44 0.23 0.58  -0.009
66 C -4.03 -3.08 4.30  -0.458
67 H -6.23 2.24 1.05  0.116
68 N -2.17 -1.94 1.28  0.015
69 H 2.29 -0.58 -4.60  0.049
70 Se 3.30 0.02 6.58  0.080
71 H -3.26 -1.59 -1.16  0.063
72 C -2.19 -2.15 2.64  -0.134
73 C 3.85 -0.71 1.41  -0.034
74 C 1.96 -3.19 -0.88  -0.209
75 C 1.51 1.54 -1.38  -0.561
76 H 3.55 -0.72 -3.39  0.046
77 H 4.09 1.64 -0.96  0.074
78 H -2.41 -2.58 5.23  0.087
79 H 0.20 2.22 -4.35  0.001
80 C 0.31 4.49 -1.46  -0.200
81 H 2.01 -1.64 1.90  0.089
82 O 0.00 -1.47 2.53  -0.274
83 C -3.78 -2.36 -0.59  0.029
84 Si 2.35 1.43 -3.13  0.463
85 Se 0.67 2.59 5.69  0.076
86 C 3.12 4.20 -0.45  -0.159
87 Se 1.02 0.94 4.11  0.090
88 H -4.85 -2.18 -0.67  0.101
89 H 0.31 4.38 -2.54  0.018

***

Entry from OMol25: a cluster of 2 separate species, C4H11NO in total at a distorted geometry (ωB97M-V/def2-TZVPD).

The gap between HOMO and LUMO comes out at 0.3691 Eh. As for the energy above the lowest of the compared OMol25 structures with the same formula, charge and spin: 54.46 kcal per mole. The structure (SMILES) is C=CN.CCO. The LUMO energy comes out at 1.025 eV.

Last column: Löwdin charge in e.
CARTESIAN COORDINATES (ANGSTROEM)
1 O 0.63 -1.13 0.15  -0.143
2 H 0.03 -1.44 2.79  0.073
3 H 0.14 2.03 -2.57  0.097
4 H 0.55 1.16 0.32  0.045
5 H -1.37 -0.58 0.21  0.107
6 C 0.37 1.41 -1.71  -0.238
7 N 0.98 0.17 -2.05  0.016
8 C -0.64 -1.21 0.73  -0.357
9 C -0.65 -0.82 2.20  -0.095
10 C 0.22 1.83 -0.46  0.009
11 H 0.73 -0.67 -0.75  -0.008
12 H -0.35 0.22 2.35  0.064
13 H -1.66 -0.93 2.59  0.073
14 H -0.19 2.80 -0.27  0.055
15 H 1.72 -0.19 -1.48  0.096
16 H -0.99 -2.25 0.67  0.105
17 H 0.48 -0.39 -2.72  0.101

***

Entry from OMol25: a structure of composition C43H53BCl75NO3S2 at a distorted geometry (ωB97M-V/def2-TZVPD).

The gap between HOMO and LUMO comes out at 0.2779 Eh. The LUMO energy comes out at -0.214 eV.

Last column: Löwdin charge in e.
CARTESIAN COORDINATES (ANGSTROEM)
1 Cl -10.22 -0.23 -6.24  0.524
2 Cl 0.33 3.44 5.41  0.410
3 Cl 4.67 3.17 3.21  0.539
4 H -6.50 -1.49 1.32  0.137
5 H 2.95 1.35 -10.30  -0.025
6 H 1.43 11.36 7.32  0.019
7 C -4.96 -6.91 1.68  -1.531
8 Cl -12.43 -0.83 4.81  0.510
9 Cl 2.09 0.60 -5.12  0.475
10 Cl 6.29 -7.24 -3.94  0.512
11 C -10.66 -0.81 4.87  -1.510
12 C 5.61 -2.72 -5.09  -1.499
13 H -8.39 3.63 4.31  0.076
14 Cl -7.25 -8.30 -3.11  0.513
15 C -1.45 -1.15 -0.51  -0.438
16 H -2.31 -2.47 1.14  0.111
17 H 5.70 -2.13 -9.75  -0.015
18 H -5.51 0.66 2.11  0.092
19 H 3.38 1.92 5.75  -0.012
20 Cl -3.69 -8.04 2.15  0.524
21 H -4.90 1.68 -4.90  0.096
22 S 0.33 0.41 2.52  0.618
23 H 7.00 3.50 3.23  -0.026
24 H 0.78 7.35 6.26  -0.058
25 C -6.51 -1.15 0.22  -0.119
26 B -4.99 -0.85 -0.37  -0.182
27 Cl -2.22 1.99 5.10  0.465
28 Cl 3.77 -7.46 -13.24  0.522
29 Cl -10.02 0.47 3.83  0.654
30 C 9.39 -1.94 -12.67  -1.523
31 Cl -2.70 1.40 9.46  0.528
32 Cl 6.73 1.39 4.24  0.479
33 Cl -2.03 -3.34 -3.59  0.555
34 H 4.14 -1.48 2.08  0.045
35 Cl 2.75 3.69 -10.45  0.533
36 Cl 7.49 4.40 5.96  0.500
37 Cl -4.92 -6.61 -0.07  0.482
38 Cl 5.66 -3.15 -0.79  0.513
39 C 8.94 5.15 5.28  -1.531
40 C 8.20 -2.74 4.15  -1.549
41 H -1.73 -5.67 -3.50  0.018
42 Cl -4.04 -5.42 -3.90  0.499
43 H 2.49 3.77 -1.27  0.069
44 H -6.39 -8.82 -5.23  0.017
45 Cl 2.54 3.45 -4.73  0.527
46 H -5.82 0.58 -3.62  0.037
47 C 4.97 -4.33 0.33  -1.526
48 Cl 2.45 1.79 7.91  0.492
49 O -7.46 -0.08 -0.03  -0.143
50 C 5.85 -1.06 -9.65  -1.548
51 C -6.83 2.13 3.32  -0.058
52 Cl 8.39 -4.33 4.91  0.519
53 H 7.66 -2.87 3.21  -0.043
54 Cl 5.61 -4.11 1.96  0.559
55 Cl -3.99 3.73 6.42  0.484
56 H 10.02 -2.72 -13.10  0.016
57 Cl -4.81 -5.39 2.57  0.518
58 Cl 1.68 -5.83 -12.04  0.503
59 Cl -8.69 -8.58 -5.62  0.523
60 C 6.35 2.64 3.04  -1.515
61 C 3.87 -0.46 1.66  -0.090
62 C -0.66 2.05 5.94  -1.447
63 Cl 5.77 -0.34 -11.26  0.512
64 C -9.29 2.51 2.41  -0.213
65 Cl -0.21 2.87 9.72  0.518
66 Cl 10.32 -1.10 -11.43  0.518
67 H -6.02 2.35 4.10  0.072
68 Cl 7.25 -1.66 5.18  0.490
69 H 2.97 3.34 0.44  0.070
70 C 2.18 3.12 -0.37  -0.089
71 H -6.89 -2.07 -0.39  0.144
72 C -1.14 1.47 10.27  -1.541
73 C 2.21 1.57 -0.78  -0.259
74 Cl 5.08 -7.39 -1.30  0.569
75 Cl 1.10 -1.36 13.71  0.520
76 H -4.03 1.16 -0.01  0.134
77 H -1.31 1.58 11.34  -0.003
78 Cl 0.92 9.15 7.93  0.551
79 C -4.61 0.65 -0.88  -0.100
80 Cl 3.92 -2.20 -4.91  0.513
81 Cl -10.10 -0.61 6.53  0.511
82 Cl 4.99 2.95 7.12  0.494
83 O -3.63 2.97 -2.66  0.054
84 H 9.56 4.37 4.85  0.019
85 H -5.17 5.53 7.36  0.017
86 Cl 0.02 2.25 -3.91  0.557
87 Cl 8.50 6.29 4.00  0.526
88 H 4.77 0.12 1.22  0.027
89 H 1.15 3.48 -0.03  0.005
90 C 2.19 -0.03 13.29  -1.525
91 H 2.66 -3.74 -7.46  -0.015
92 H -8.72 1.54 -5.84  0.018
93 Cl 0.65 1.69 -10.67  0.528
94 Cl 3.31 10.70 8.55  0.527
95 C 1.58 10.77 8.22  -1.528
96 Cl 0.24 0.55 5.68  0.488
97 C 6.36 -8.01 -2.35  -1.517
98 Cl 0.72 11.56 9.55  0.526
99 Cl -1.05 4.22 3.23  0.440
100 Cl -7.37 -0.11 -6.83  0.522
101 Cl 6.66 2.05 1.40  0.546
102 H -2.92 -0.74 1.26  0.102
103 H -3.62 -2.40 -1.43  0.059
104 Cl 2.12 8.61 4.80  0.521
105 Cl 5.90 -3.33 -6.73  0.525
106 H -5.93 -7.36 1.93  0.016
107 Cl -6.82 3.88 7.07  0.528
108 Cl 2.14 1.97 -8.18  0.534
109 H -0.57 -1.87 -0.36  0.088
110 Cl -4.82 4.07 9.18  0.506
111 Cl 9.86 5.97 6.55  0.529
112 C 1.03 7.28 5.21  -1.528
113 Cl -3.58 4.25 1.79  0.529
114 H -4.39 -2.94 0.23  0.088
115 C -8.19 2.87 3.48  -0.113
116 Cl -6.69 -6.49 -5.31  0.496
117 O -3.73 0.67 -2.06  -0.124
118 C -4.15 1.83 -2.81  -0.395
119 Cl 4.56 -0.41 -8.62  0.514
120 H -2.01 5.99 2.02  -0.002
121 Cl 6.02 -3.95 -3.89  0.488
122 C 1.33 2.20 -5.09  -1.566
123 C -8.66 0.46 -5.76  -1.533
124 C 3.78 1.71 6.74  -1.524
125 C -9.01 1.51 1.24  -0.042
126 H 3.42 0.26 2.44  0.057
127 H -9.85 1.33 0.50  0.100
128 Cl -1.08 4.62 0.35  0.567
129 Cl 7.43 -0.77 -8.92  0.509
130 C 3.00 -5.87 -13.22  -1.528
131 H 6.21 -9.08 -2.48  0.017
132 H -10.31 3.01 2.52  0.088
133 H -1.87 -1.19 -1.59  0.050
134 N 2.03 0.77 0.47  -0.240
135 Cl -2.61 -5.15 -1.38  0.515
136 Cl 3.20 -4.20 0.34  0.547
137 H 1.52 1.29 -1.64  0.060
138 Cl 1.42 -2.46 -8.99  0.517
139 C -5.20 4.45 7.49  -1.515
140 Cl 9.78 -2.03 3.80  0.525
141 C 2.18 -3.95 -8.41  -1.526
142 H 5.23 -5.32 -0.01  -0.082
143 C -2.50 -4.99 -3.14  -1.498
144 Cl 1.83 5.72 4.94  0.497
145 H -10.30 -1.77 4.50  0.014
146 C -7.15 -8.14 -4.87  -1.536
147 Cl 0.97 -5.22 -8.17  0.524
148 Cl 1.28 1.32 12.59  0.521
149 H 0.92 2.40 -6.07  -0.053
150 C -2.64 -1.56 0.51  -0.217
151 Cl 4.19 -4.60 -12.87  0.495
152 C -3.92 -2.07 -0.38  -0.143
153 H 2.08 -1.42 0.66  0.081
154 C 2.22 2.08 -9.95  -1.529
155 Cl 3.43 -4.48 -9.55  0.481
156 Cl 7.95 -7.76 -1.60  0.533
157 C -1.94 4.91 1.87  -1.501
158 H -6.16 2.41 -3.73  0.094
159 C 2.77 -0.53 0.45  -0.243
160 C -7.62 0.78 1.09  -0.195
161 H 3.28 -0.74 -0.56  0.111
162 S -0.84 0.60 -0.26  0.780
163 Cl -8.29 0.05 -4.08  0.552
164 C -6.55 1.12 2.15  0.002
165 Cl -0.23 -0.02 10.00  0.508
166 Cl -0.46 7.39 4.27  0.541
167 H -5.52 1.32 -1.09  0.131
168 C -5.36 1.61 -3.85  -0.029
169 H 2.67 0.32 14.20  0.016
170 H 6.25 -1.85 -4.93  0.026
171 H 2.58 -5.68 -14.21  0.016
172 Cl 3.44 -0.58 12.17  0.527
173 C 0.63 0.62 0.87  -0.952
174 Cl 8.92 -0.83 -13.96  0.522
175 H 3.29 1.36 -1.16  0.126
176 H -0.86 2.16 7.01  -0.034
177 Cl 4.51 0.10 6.71  0.514
178 Cl 7.96 -2.71 -11.96  0.501

***

Entry from OMol25: a structure of composition C5H9AuMgO3 at a distorted geometry (ωB97M-V/def2-TZVPD).

As for the expectation value of S²: 3.756. The gap between HOMO and LUMO (alpha / beta) comes out at 0.2525 / 0.2233 Eh. As for the energy above the lowest of the compared OMol25 structures with the same formula, charge and spin: 0.00 kcal per mole. As for the charge: +1. The spin multiplicity is 4. The LUMO energy (alpha / beta) comes out at -3.064 / -6.243 eV.

Last column: Löwdin charge in e.
CARTESIAN COORDINATES (ANGSTROEM)
1 O -1.16 -1.30 2.00  -0.429
2 H -0.72 -0.70 -1.34  0.154
3 H 1.00 0.85 -2.10  0.153
4 H -3.45 -0.48 -0.28  0.081
5 Au 0.68 -0.07 1.65  1.012
6 C -2.92 -1.17 0.38  0.100
7 H 3.20 0.18 -1.41  0.111
8 C 0.65 0.95 -1.06  -0.163
9 Mg -0.78 -1.23 4.02  0.769
10 H 3.10 1.62 -0.34  0.111
11 C -0.71 0.32 -0.93  -0.123
12 H -1.47 0.93 -1.44  0.156
13 O -0.99 0.26 0.47  -0.207
14 C -1.78 -0.79 0.97  -0.585
15 H -3.23 -2.21 0.44  0.086
16 H 0.63 2.02 -0.79  0.150
17 O 1.53 0.27 -0.18  -0.417
18 H 3.49 0.01 0.35  0.098
19 C 2.91 0.54 -0.41  -0.057